DFT (ωB97M-V/def2-TZVPD) results for one molecule with the formula C4H4N2 in a non-equilibrium geometry.

ORCA input file:
```
! wB97M-V def2-TZVPD RIJCOSX def2/J DEFGRID3
* xyz 0 1
C 0.96952 0.00977 0.38355
C -0.42399 0.24696 -0.23522
C -0.54040 0.24229 -1.69764
N -0.60591 0.32040 -2.84986
C -1.18704 -0.63847 0.68673
N -1.05161 -0.85668 1.82340
H 0.52693 0.05607 1.59120
H 1.76460 0.40505 -0.31519
H 1.23659 -1.02116 0.55646
H -0.78543 1.22661 0.09856
*
```

Calculated values
- SMILES string = CC(C#N)C#N
- max |F| (Eh/bohr) = 0.08448
- ΔE to the lowest compared entry with this formula, charge and spin (kJ/mol) = 310.53